No. 1
The molecule C4H7N3 at a distorted geometry. Source: the Open Molecules 2025 dataset; level of theory: ωB97M-V/def2-TZVPD.

Results
E_tot ... -8729.1820 eV
ΔE to the lowest compared entry with this formula, charge and spin ... 57.59 kcal/mol
Maximum force ... 2.4 eV/Å
2S+1 ... 1
HOMO energy ... -8.4 eV
SMILES ... CNc1cc[nH]n1
Net charge ... 0
Frontier orbital gap ... 9.46 eV

Geometry (Å):
1 C -1.69192 -1.16605 -0.83577
2 N -1.06379 0.14497 -1.08191
3 C 0.12972 0.51370 -0.42810
4 C 0.53692 -0.22628 0.72122
5 C 1.50254 0.47285 1.36957
6 N 1.95341 1.52775 0.67613
7 N 0.89249 1.58746 -0.66995
8 H -1.80757 -1.34656 0.23911
9 H -2.70286 -1.19634 -1.27068
10 H -1.11903 -1.99953 -1.26780
11 H -1.25779 0.50549 -2.00585
12 H 0.37210 -1.27221 0.86896
13 H 1.81831 0.22542 2.38357
14 H 2.43748 2.22932 1.30149

No. 2
A cluster of 2 separate species, C30H26BrO6S2 in total at a distorted geometry. Source: the Open Molecules 2025 dataset; level of theory: ωB97M-V/def2-TZVPD.

Results
E_tot ... -135529.4244 eV
ΔE to the lowest compared entry with this formula, charge and spin ... 0.00 kcal/mol
Maximum force ... 2.0 eV/Å
2S+1 ... 1
HOMO energy ... -3.0 eV
Net charge ... -1
Frontier orbital gap ... 4.53 eV

Geometry (Å):
1 C -3.84014 -0.20818 -3.41431
2 C -2.59559 0.57987 -3.09170
3 O -1.49468 -0.35551 -3.17205
4 C -0.25843 0.18170 -2.92382
5 C 0.73670 -0.82371 -3.18500
6 C 2.10638 -0.60668 -3.37670
7 C 2.74560 0.66759 -3.24928
8 C 4.12923 0.76913 -3.37010
9 C 4.91430 -0.37670 -3.59108
10 Br 6.79635 -0.24228 -3.59299
11 C 4.30137 -1.62491 -3.81541
12 C 2.92167 -1.73416 -3.72341
13 O -0.11401 1.34867 -2.53862
14 H -4.71382 0.38464 -3.14058
15 H -3.87616 -0.43169 -4.48971
16 H -3.85101 -1.15855 -2.86572
17 H -2.43770 1.38846 -3.82133
18 H -2.64585 0.99341 -2.07315
19 H 0.33938 -1.81771 -3.36461
20 H 2.12410 1.54415 -3.06844
21 H 4.61513 1.73580 -3.28687
22 H 4.90948 -2.49236 -4.05053
23 H 2.41794 -2.68454 -3.90540
24 C 0.86983 5.11055 1.26375
25 C 0.28879 4.74739 2.48381
26 C -0.45773 3.57148 2.58431
27 C -0.62821 2.75945 1.45795
28 S -1.57609 1.25159 1.58984
29 C -0.38391 -0.02364 1.85826
30 C 0.80043 -0.10313 1.19288
31 C 1.91767 -0.89494 1.66174
32 C 2.04715 -1.24180 3.03187
33 C 3.04166 -2.12409 3.44556
34 C 3.94146 -2.66623 2.51482
35 C 3.89773 -2.23664 1.17835
36 C 2.91355 -1.33849 0.76365
37 S -0.99206 -1.47740 2.77719
38 C -2.73587 -1.55721 2.33257
39 C -3.70822 -1.35690 3.30944
40 C -5.05286 -1.42802 2.94692
41 C -5.40427 -1.71624 1.62674
42 C -4.41417 -1.95136 0.66587
43 C -3.06827 -1.89370 1.02136
44 O -0.38142 -2.66111 2.21683
45 O -0.92759 -1.19852 4.19724
46 O -2.36937 1.33291 2.79750
47 O -2.22713 1.02359 0.31437
48 C -0.07137 3.13160 0.23570
49 C 0.66897 4.31046 0.13449
50 H 1.47264 6.01780 1.19068
51 H 0.40991 5.38569 3.36098
52 H -0.91965 3.27777 3.52551
53 H 0.89386 0.46608 0.26736
54 H 1.38252 -0.80857 3.77991
55 H 3.08673 -2.39292 4.50457
56 H 4.68122 -3.40065 2.84063
57 H 4.64369 -2.59934 0.46507
58 H 2.87571 -0.98261 -0.26653
59 H -3.39929 -1.14449 4.33029
60 H -5.81011 -1.26331 3.71278
61 H -6.45440 -1.76751 1.33998
62 H -4.67122 -2.19185 -0.36683
63 H -2.27629 -2.10389 0.30275
64 H -0.21241 2.50380 -0.64382
65 H 1.07818 4.59796 -0.83552

Q: Look up the E_tot of the first one.
A: -8729.1820 eV

What did the second record say?
A cluster of 2 separate species, C30H26BrO6S2 in total at a distorted geometry. Source: the Open Molecules 2025 dataset; level of theory: ωB97M-V/def2-TZVPD.

Results
E_tot ... -135529.4244 eV
ΔE to the lowest compared entry with this formula, charge and spin ... 0.00 kcal/mol
Maximum force ... 2.0 eV/Å
2S+1 ... 1
HOMO energy ... -3.0 eV
Net charge ... -1
Frontier orbital gap ... 4.53 eV

Geometry (Å):
1 C -3.84014 -0.20818 -3.41431
2 C -2.59559 0.57987 -3.09170
3 O -1.49468 -0.35551 -3.17205
4 C -0.25843 0.18170 -2.92382
5 C 0.73670 -0.82371 -3.18500
6 C 2.10638 -0.60668 -3.37670
7 C 2.74560 0.66759 -3.24928
8 C 4.12923 0.76913 -3.37010
9 C 4.91430 -0.37670 -3.59108
10 Br 6.79635 -0.24228 -3.59299
11 C 4.30137 -1.62491 -3.81541
12 C 2.92167 -1.73416 -3.72341
13 O -0.11401 1.34867 -2.53862
14 H -4.71382 0.38464 -3.14058
15 H -3.87616 -0.43169 -4.48971
16 H -3.85101 -1.15855 -2.86572
17 H -2.43770 1.38846 -3.82133
18 H -2.64585 0.99341 -2.07315
19 H 0.33938 -1.81771 -3.36461
20 H 2.12410 1.54415 -3.06844
21 H 4.61513 1.73580 -3.28687
22 H 4.90948 -2.49236 -4.05053
23 H 2.41794 -2.68454 -3.90540
24 C 0.86983 5.11055 1.26375
25 C 0.28879 4.74739 2.48381
26 C -0.45773 3.57148 2.58431
27 C -0.62821 2.75945 1.45795
28 S -1.57609 1.25159 1.58984
29 C -0.38391 -0.02364 1.85826
30 C 0.80043 -0.10313 1.19288
31 C 1.91767 -0.89494 1.66174
32 C 2.04715 -1.24180 3.03187
33 C 3.04166 -2.12409 3.44556
34 C 3.94146 -2.66623 2.51482
35 C 3.89773 -2.23664 1.17835
36 C 2.91355 -1.33849 0.76365
37 S -0.99206 -1.47740 2.77719
38 C -2.73587 -1.55721 2.33257
39 C -3.70822 -1.35690 3.30944
40 C -5.05286 -1.42802 2.94692
41 C -5.40427 -1.71624 1.62674
42 C -4.41417 -1.95136 0.66587
43 C -3.06827 -1.89370 1.02136
44 O -0.38142 -2.66111 2.21683
45 O -0.92759 -1.19852 4.19724
46 O -2.36937 1.33291 2.79750
47 O -2.22713 1.02359 0.31437
48 C -0.07137 3.13160 0.23570
49 C 0.66897 4.31046 0.13449
50 H 1.47264 6.01780 1.19068
51 H 0.40991 5.38569 3.36098
52 H -0.91965 3.27777 3.52551
53 H 0.89386 0.46608 0.26736
54 H 1.38252 -0.80857 3.77991
55 H 3.08673 -2.39292 4.50457
56 H 4.68122 -3.40065 2.84063
57 H 4.64369 -2.59934 0.46507
58 H 2.87571 -0.98261 -0.26653
59 H -3.39929 -1.14449 4.33029
60 H -5.81011 -1.26331 3.71278
61 H -6.45440 -1.76751 1.33998
62 H -4.67122 -2.19185 -0.36683
63 H -2.27629 -2.10389 0.30275
64 H -0.21241 2.50380 -0.64382
65 H 1.07818 4.59796 -0.83552